34
Properties=species:S:1:pos:R:3:lowdin_charge:R:1 method="wB97M-V/def2-TZVPD" total_charge=0 e_lumo_ev=-0.26
Ne -0.313 0.349 0.570 0.0569
O 1.486 -2.387 0.736 -0.0216
H 0.653 -2.592 1.160 0.0816
H 2.063 -3.111 0.980 0.0869
O 1.335 -2.623 -2.088 -0.0525
H 1.406 -2.528 -1.138 -0.0236
H 0.403 -2.777 -2.245 0.0343
O -1.793 0.850 2.622 -0.0464
H -2.215 1.702 2.742 0.0580
H -0.900 0.978 2.942 0.0439
O -3.137 -1.602 1.863 -0.0567
H -3.723 -1.658 2.617 0.0422
H -2.636 -0.799 2.008 -0.0269
O -0.452 -0.287 -2.772 -0.0390
H -0.182 0.629 -2.845 0.0343
H -1.250 -0.260 -2.244 -0.0131
O 2.523 -0.045 1.574 -0.0573
H 2.213 -0.915 1.324 -0.0303
H 2.636 0.417 0.743 0.0041
O 1.560 2.595 2.249 -0.0617
H 1.757 1.691 2.491 -0.0073
H 1.659 2.616 1.297 -0.0030
O -3.193 2.596 -1.057 -0.0523
H -2.839 1.730 -1.260 -0.0171
H -3.189 2.638 -0.101 0.0219
O 2.289 1.918 -0.905 -0.0511
H 2.559 1.224 -1.506 -0.0379
H 1.519 2.308 -1.319 0.0396
O -2.654 -0.253 -0.859 -0.0479
H -2.243 -0.743 -0.147 0.0193
H -3.593 -0.398 -0.739 0.0702
O 2.960 -0.137 -2.398 -0.0240
H 3.262 -0.800 -1.777 0.0562
H 2.029 -0.326 -2.518 0.0204

33
Properties=species:S:1:pos:R:3:lowdin_charge:R:1 method="wB97M-V/def2-TZVPD" total_charge=0 e_lumo_ev=-0.61
O 0.036 0.342 0.295 -0.0595
H -0.327 0.909 0.985 0.0369
H -0.424 -0.496 0.414 0.0391
O 1.747 -1.944 0.785 -0.0802
H 1.997 -1.397 0.032 -0.0106
H 1.441 -2.767 0.386 0.0293
O -2.803 -3.923 1.082 -0.0614
H -2.119 -3.415 1.533 0.0278
H -3.111 -4.546 1.749 0.0388
O -2.652 -0.897 -1.703 -0.0485
H -2.501 -1.637 -1.104 0.0250
H -1.812 -0.423 -1.706 -0.0109
O 4.907 1.683 0.168 -0.0939
H 5.503 1.730 0.925 0.0410
H 4.478 0.825 0.261 0.0206
O -2.891 4.816 -0.532 -0.0596
H -3.371 4.114 -0.987 0.0328
H -2.052 4.407 -0.290 0.0268
O 0.938 1.758 3.429 -0.0452
H 0.285 1.270 3.944 0.0374
H 0.538 1.835 2.556 0.0063
O 0.029 0.768 -1.963 -0.0680
H 0.943 0.465 -1.904 0.0134
H -0.223 0.578 -2.874 0.0595
O 2.929 -2.472 -1.105 -0.0572
H 2.657 -3.383 -1.264 0.0705
H 2.484 -1.970 -1.797 0.0526
O 3.095 1.147 -0.680 -0.0609
H 3.112 0.356 -1.231 0.0463
H 2.306 1.618 -0.970 0.0581
O -5.242 0.486 0.312 -0.0610
H -4.332 0.527 0.626 0.0214
H -5.563 -0.365 0.631 0.0333

33
Properties=species:S:1:pos:R:3:lowdin_charge:R:1 method="wB97M-V/def2-TZVPD" total_charge=0 e_lumo_ev=0.09
O -0.255 0.067 0.586 -0.0400
H -0.662 -0.247 -0.229 0.0320
H -0.036 -0.740 1.065 0.0454
O 2.105 -3.248 0.152 -0.0536
H 1.559 -3.168 0.942 0.0259
H 2.979 -2.961 0.440 0.0351
O -2.706 -0.172 3.844 -0.0595
H -3.426 0.300 3.410 0.0186
H -2.411 0.434 4.533 0.0310
O -0.513 -2.584 -1.432 -0.1145
H -1.084 -2.617 -0.656 0.0571
H -1.108 -2.756 -2.170 0.0183
O 0.344 3.524 -1.205 -0.0698
H 0.908 3.066 -0.573 -0.0350
H -0.117 4.184 -0.674 0.0308
O 2.635 0.653 0.274 -0.0747
H 2.842 0.912 1.179 0.0301
H 3.080 1.315 -0.267 0.0353
O -0.712 3.177 2.011 -0.0502
H -1.093 2.434 2.493 0.0281
H -0.281 2.768 1.252 -0.0070
O -0.771 -1.740 -3.466 -0.0637
H -0.760 -2.636 -3.822 0.0503
H -1.094 -1.201 -4.197 0.0731
O 1.194 -2.979 -2.624 -0.0891
H 0.553 -3.698 -2.600 0.0328
H 1.507 -2.975 -3.536 0.0467
O -3.423 0.456 0.756 -0.0539
H -2.541 0.421 0.368 0.0047
H -3.442 1.301 1.219 0.0290
O 2.002 2.763 0.697 -0.0799
H 1.867 2.765 1.651 0.0782
H 2.860 3.185 0.580 0.0885

33
Properties=species:S:1:pos:R:3:lowdin_charge:R:1 method="wB97M-V/def2-TZVPD" total_charge=0 e_lumo_ev=-0.49
O -0.367 0.041 0.039 -0.0619
H 0.475 0.153 0.493 -0.0167
H -0.928 -0.398 0.689 0.0314
O -2.145 -1.431 -1.719 -0.0584
H -1.322 -0.970 -1.919 0.0206
H -1.906 -2.042 -1.012 0.0116
O -3.838 1.518 1.833 -0.0586
H -4.382 1.100 1.155 0.0215
H -3.291 0.799 2.170 0.0222
O 1.961 -1.755 -1.701 -0.0303
H 2.714 -1.838 -1.105 0.0469
H 1.323 -2.394 -1.364 0.0621
O 5.009 0.071 -0.600 -0.0393
H 5.355 -0.179 -1.464 0.0458
H 4.061 -0.088 -0.671 -0.0194
O 1.562 3.207 0.274 -0.0468
H 0.923 3.525 -0.374 0.0388
H 1.967 4.011 0.618 0.0388
O 1.868 0.265 1.477 -0.1442
H 2.802 0.034 1.420 0.0865
H 1.765 0.608 2.371 0.0794
O -4.397 -1.701 0.263 -0.0499
H -3.588 -2.084 0.620 0.0224
H -5.098 -2.256 0.623 0.0434
O 2.074 0.525 -0.472 -0.1202
H 1.323 0.803 -1.009 0.0632
H 2.453 -0.212 -0.963 -0.0032
O -3.158 2.173 -2.315 -0.0566
H -2.252 1.947 -2.075 0.0234
H -3.689 1.795 -1.605 0.0273
O 1.284 -1.767 1.990 -0.0636
H 0.906 -1.163 2.639 0.0452
H 0.534 -2.295 1.695 0.0386

33
Properties=species:S:1:pos:R:3:lowdin_charge:R:1 method="wB97M-V/def2-TZVPD" total_charge=0 e_lumo_ev=-0.43
O -0.712 -0.162 -0.047 -0.0748
H -0.180 0.593 0.230 0.0064
H -1.455 -0.162 0.567 -0.0120
O -1.203 -3.255 1.969 -0.0470
H -0.877 -3.740 1.203 0.0431
H -1.259 -2.343 1.664 0.0087
O 0.605 0.242 2.066 -0.0538
H 1.561 0.235 2.183 0.0651
H 0.317 -0.603 2.429 0.0505
O -3.273 0.682 0.793 -0.0414
H -3.372 1.345 1.486 0.0486
H -4.177 0.495 0.516 0.0577
O -2.392 3.524 -2.546 -0.0509
H -2.616 4.348 -2.994 0.0396
H -2.369 3.764 -1.613 0.0288
O 2.526 -1.802 -0.981 -0.0495
H 3.231 -1.472 -0.413 0.0353
H 1.718 -1.500 -0.550 0.0091
O 0.800 2.310 -3.874 -0.0885
H 1.152 3.149 -4.193 0.0275
H 0.103 2.566 -3.260 -0.0125
O 1.657 -3.698 3.011 -0.0550
H 1.611 -3.265 2.151 0.0134
H 1.745 -2.970 3.636 0.0318
O 0.371 -3.592 -3.126 -0.0591
H 1.176 -4.113 -3.033 0.0340
H 0.323 -3.086 -2.307 0.0153
O 0.683 3.024 -1.625 -0.0524
H 0.197 2.618 -0.898 0.0420
H 0.928 3.893 -1.286 0.0628
O 1.075 2.142 3.937 -0.0723
H 0.846 2.900 4.488 0.0377
H 0.304 2.024 3.370 0.0118

33
Properties=species:S:1:pos:R:3:lowdin_charge:R:1 method="wB97M-V/def2-TZVPD" total_charge=0 e_lumo_ev=-0.74
O 0.348 -0.006 -0.020 -0.0681
H 1.176 -0.419 0.250 0.0433
H -0.255 -0.747 -0.145 0.0606
O 4.411 2.452 1.004 -0.0500
H 4.892 1.878 0.396 0.0405
H 3.485 2.301 0.785 0.0165
O 0.254 -4.680 0.244 -0.0616
H 1.072 -4.296 0.580 0.0077
H -0.233 -3.924 -0.105 0.0231
O 1.655 -0.177 2.190 -0.0565
H 2.163 -0.446 2.964 0.0836
H 2.320 0.147 1.573 0.0596
O -2.227 -2.207 -3.080 -0.0512
H -3.148 -1.925 -3.102 0.0378
H -1.743 -1.456 -3.442 0.0211
O 1.220 -2.978 2.410 -0.0398
H 1.801 -2.209 2.365 0.0085
H 0.333 -2.605 2.359 0.0264
O -0.769 4.133 0.647 -0.0419
H -0.560 4.694 -0.108 0.0386
H -0.051 3.490 0.667 0.0182
O -1.268 0.262 -2.328 -0.0584
H -1.687 -0.543 -2.002 -0.0005
H -0.738 0.568 -1.584 -0.0004
O -3.974 -0.078 -1.268 -0.0529
H -3.228 0.524 -1.371 0.0134
H -4.541 0.121 -2.023 0.0447
O 0.555 3.113 -1.725 -0.0380
H 0.657 3.646 -0.929 -0.0035
H -0.133 2.479 -1.496 0.0158
O -0.940 -0.512 1.966 -0.0685
H -0.498 0.307 1.713 0.0206
H -0.348 -0.906 2.616 0.0111

33
Properties=species:S:1:pos:R:3:lowdin_charge:R:1 method="wB97M-V/def2-TZVPD" total_charge=0 e_lumo_ev=-0.48
O 21.497 -40.338 36.630 -0.1045
H 20.737 -39.665 36.327 0.1448
H 21.114 -41.181 36.895 -0.0200
O 23.787 -40.557 35.304 -0.1627
H 23.404 -39.933 34.531 0.0962
H 22.980 -40.549 35.913 -0.0209
O 22.955 -43.900 35.973 -0.0590
H 22.292 -44.472 36.493 0.0274
H 22.397 -43.154 35.799 -0.0009
O 20.266 -43.821 34.524 -0.0138
H 20.152 -44.729 34.312 0.0521
H 19.490 -43.271 34.462 0.0538
O 25.145 -43.930 38.805 -0.0544
H 26.039 -43.966 38.586 0.0010
H 24.899 -43.364 38.092 -0.1513
O 20.482 -42.784 37.287 -0.0868
H 20.132 -43.578 36.782 0.0447
H 21.168 -43.063 37.930 0.0231
O 25.255 -42.830 37.001 0.0567
H 24.499 -42.827 36.434 0.0331
H 25.692 -43.624 36.985 0.0356
O 21.052 -45.611 37.069 -0.0819
H 20.122 -45.335 37.116 0.0690
H 21.428 -45.428 37.986 0.0817
O 22.738 -47.691 35.964 -0.1052
H 23.030 -47.803 36.906 0.0486
H 22.001 -47.064 36.233 0.0074
O 22.148 -44.047 39.204 0.0034
H 21.557 -43.659 39.842 0.0749
H 22.922 -43.786 39.616 0.0179
O 21.116 -40.970 33.359 -0.0947
H 20.908 -41.925 33.750 0.0674
H 20.228 -40.775 33.050 0.0173

33
Properties=species:S:1:pos:R:3:lowdin_charge:R:1 method="wB97M-V/def2-TZVPD" total_charge=0 e_lumo_ev=-0.35
O 0.816 0.005 0.457 -0.0494
H 1.758 -0.124 0.618 0.0440
H 0.751 0.922 0.169 0.0245
O 4.082 0.782 4.519 -0.0574
H 3.743 1.449 3.911 0.0349
H 3.552 0.901 5.316 0.0434
O -1.606 1.413 -0.608 -0.0579
H -1.615 0.665 -0.001 0.0334
H -2.295 1.997 -0.271 0.0434
O 6.294 0.409 2.759 -0.0636
H 6.153 1.085 3.430 0.0150
H 5.877 0.771 1.969 0.0276
O -3.865 -1.184 -0.133 -0.0812
H -3.137 -1.110 -0.761 0.0458
H -4.511 -1.737 -0.587 0.0628
O -0.283 -2.789 -1.471 -0.0623
H -0.376 -1.831 -1.431 -0.0027
H -0.495 -3.008 -2.386 0.0334
O 0.053 -0.972 -3.638 -0.0515
H 0.555 -1.399 -4.341 0.0485
H 0.626 -1.040 -2.866 0.0222
O -3.828 -0.078 1.541 -0.0889
H -2.891 -0.135 1.761 0.0394
H -3.860 0.547 0.809 0.0236
O -1.190 4.027 -1.216 -0.0488
H -0.686 3.234 -1.001 0.0116
H -1.431 4.392 -0.358 0.0423
O 3.192 -4.451 0.401 -0.0612
H 2.866 -3.600 0.086 0.0229
H 2.392 -4.953 0.592 0.0348
O -3.359 1.701 -2.677 -0.0548
H -2.978 2.225 -1.964 -0.0136
H -4.303 1.887 -2.627 0.0395

33
Properties=species:S:1:pos:R:3:lowdin_charge:R:1 method="wB97M-V/def2-TZVPD" total_charge=0 e_lumo_ev=-0.11
O -0.340 -0.205 -0.312 -0.0071
H -1.179 0.250 -0.335 0.0059
H 0.067 -0.046 -1.115 -0.0101
O 2.998 -0.017 1.378 -0.0566
H 3.498 -0.635 0.762 0.0376
H 3.688 0.337 1.913 0.0181
O 3.750 0.790 -2.707 -0.0979
H 4.407 1.525 -2.373 0.1027
H 4.094 0.653 -3.588 0.0188
O 3.934 -2.081 -1.306 -0.0649
H 2.986 -2.113 -1.433 0.0272
H 3.970 -1.182 -0.887 0.0186
O -0.547 -4.157 0.566 -0.1033
H -0.783 -4.472 1.521 0.0903
H 0.408 -4.287 0.558 0.0176
O 1.736 3.821 1.375 -0.0813
H 1.739 3.124 0.646 0.0683
H 0.897 3.728 1.808 0.0099
O -3.930 -2.323 -0.520 -0.1327
H -4.482 -1.848 -1.153 0.0279
H -3.313 -3.010 -0.969 0.0928
O -2.854 1.673 2.454 -0.0626
H -2.977 1.245 1.622 -0.0009
H -2.086 1.091 2.751 0.0631
O -2.630 3.830 -2.144 -0.0352
H -2.612 3.227 -1.470 -0.0407
H -3.513 3.848 -2.606 0.0761
O -3.228 -0.691 -1.516 -0.0962
H -2.659 -1.230 -2.056 0.0589
H -3.013 0.210 -1.798 0.0554
O 0.831 -0.195 3.333 -0.0629
H 1.115 -0.976 3.842 0.0456
H 0.029 0.117 3.759 0.0175

33
Properties=species:S:1:pos:R:3:lowdin_charge:R:1 method="wB97M-V/def2-TZVPD" total_charge=0 e_lumo_ev=-0.45
O -0.543 -0.511 -4.220 -0.0492
H -0.551 -1.235 -3.584 -0.0081
H -0.532 0.278 -3.674 0.0043
O 0.410 0.564 2.932 -0.0588
H -0.262 1.156 2.546 0.0015
H -0.082 -0.201 3.242 0.0187
O -1.348 2.333 1.517 -0.0543
H -0.957 3.182 1.752 0.0591
H -0.957 2.121 0.654 0.0114
O 2.845 0.812 1.279 -0.0695
H 1.907 0.577 1.334 -0.0246
H 3.192 0.531 2.131 0.0371
O 1.336 -2.584 2.806 -0.0446
H 0.468 -2.279 2.514 -0.0202
H 1.164 -3.262 3.467 0.0373
O -1.332 -1.732 1.696 -0.0415
H -2.170 -1.277 1.543 0.0780
H -1.558 -2.669 1.726 0.0697
O 2.114 0.962 -2.744 -0.0533
H 2.575 0.138 -2.559 0.0441
H 1.917 1.338 -1.877 -0.0130
O -2.235 0.468 -1.581 -0.0427
H -1.563 1.082 -1.898 0.0385
H -3.060 0.794 -1.958 0.0621
O 0.299 -0.124 -0.178 -0.0505
H -0.354 -0.655 0.299 0.0120
H 0.111 -0.280 -1.111 0.0209
O -0.946 -2.309 -1.920 -0.0481
H -1.761 -1.797 -2.035 0.0331
H -1.148 -2.969 -1.252 0.0494
O 0.804 2.542 -0.618 -0.0607
H 1.258 3.256 -0.156 0.0687
H 0.960 1.750 -0.074 -0.0065

33
Properties=species:S:1:pos:R:3:lowdin_charge:R:1 method="wB97M-V/def2-TZVPD" total_charge=0 e_lumo_ev=-0.40
O 0.446 -0.279 -0.916 -0.0524
H 0.131 -1.188 -0.866 0.0181
H 1.078 -0.209 -0.192 0.0107
O -2.211 -0.191 1.388 -0.0835
H -2.740 -0.799 0.860 0.0172
H -2.846 0.466 1.697 0.0641
O -3.820 -2.276 -0.277 -0.0440
H -4.551 -2.410 -0.891 0.0525
H -3.968 -2.933 0.412 0.0489
O 1.062 4.418 -0.179 -0.0370
H 1.039 3.691 0.453 0.0086
H 1.956 4.388 -0.539 0.0369
O -4.454 0.721 -0.929 -0.0606
H -3.807 0.482 -0.257 -0.0176
H -4.468 1.685 -0.910 0.0368
O 3.087 -3.988 2.002 -0.0600
H 3.220 -3.038 2.105 0.0255
H 2.480 -4.218 2.714 0.0348
O -1.856 1.620 0.417 -0.0899
H -1.203 1.134 0.931 -0.0106
H -1.485 2.507 0.344 0.0501
O 3.251 2.071 -0.335 -0.0243
H 2.431 2.483 -0.039 -0.0026
H 3.810 2.072 0.450 0.0551
O 0.501 1.050 2.345 -0.0295
H 0.419 1.465 1.478 -0.0012
H 1.420 0.760 2.379 0.0431
O 0.789 -2.668 -1.878 -0.0392
H 0.497 -3.360 -2.482 0.0632
H 1.532 -2.257 -2.334 0.0233
O 3.103 -0.375 -1.919 -0.0495
H 3.072 -0.300 -0.958 0.0097
H 2.785 -1.268 -2.094 0.0032

33
Properties=species:S:1:pos:R:3:lowdin_charge:R:1 method="wB97M-V/def2-TZVPD" total_charge=0 e_lumo_ev=-0.64
H -0.507 -0.663 -0.286 0.0280
H 0.484 -0.437 -1.416 0.0328
H 2.986 -0.718 2.001 0.0060
H 2.393 -1.698 3.000 0.0439
H -1.597 2.816 1.126 -0.0002
H -1.227 3.675 2.323 0.0422
H 0.078 3.399 0.197 -0.0029
H 1.382 3.641 -0.545 0.0326
H -2.819 0.672 -1.077 0.0226
H -1.748 0.837 -0.011 0.0382
H 3.861 1.349 0.252 0.0525
H 4.880 2.063 -0.621 0.0509
H 2.590 -3.323 -2.536 0.0361
H 2.714 -1.814 -2.412 0.0287
H -3.857 -3.148 0.704 -0.0211
H -4.714 -3.645 -0.448 0.0340
H -1.925 -3.209 0.461 0.0642
H -1.834 -2.290 1.669 0.0647
H 3.653 -0.474 0.189 0.0339
H 4.854 -0.325 1.108 0.0639
H -5.120 1.633 -1.702 0.0465
H -3.655 2.011 -1.561 0.0115
O -0.459 -0.417 -1.217 -0.0840
O 2.531 -1.566 2.055 -0.0475
O -1.976 3.420 1.774 -0.0353
O 0.473 3.955 -0.483 -0.0420
O -2.299 0.172 -0.438 -0.0760
O 4.574 1.183 -0.375 -0.1102
O 2.838 -2.630 -1.914 -0.0563
O -4.436 -3.874 0.446 -0.0743
O -2.204 -2.343 0.780 -0.0444
O 4.616 -0.487 0.188 -0.0959
O -4.533 2.235 -1.231 -0.0432

34
Properties=species:S:1:pos:R:3:lowdin_charge:R:1 method="wB97M-V/def2-TZVPD" total_charge=0 e_lumo_ev=-0.25
Xe 0.287 -0.791 0.514 0.4298
O -1.644 2.765 -1.432 -0.0656
H -1.243 3.248 -0.709 0.0298
H -1.984 1.967 -1.028 -0.0319
O 3.506 -2.115 -1.286 -0.0650
H 4.293 -1.870 -0.800 0.0315
H 3.333 -1.366 -1.856 0.0000
O -1.144 1.561 3.154 -0.0662
H -0.547 1.039 3.690 0.0487
H -1.867 0.967 2.953 -0.0131
O 3.975 -0.633 2.232 -0.0679
H 3.724 0.033 1.591 -0.0416
H 4.514 -0.164 2.867 0.0306
O 1.302 2.322 1.990 -0.0896
H 0.463 1.883 2.127 -0.0556
H 1.760 1.772 1.355 -0.0609
O 3.412 1.139 0.157 -0.0683
H 3.591 1.984 0.569 0.0617
H 3.515 1.302 -0.781 0.0636
O -1.200 -2.585 -2.355 -0.0615
H -0.904 -3.201 -1.684 0.0577
H -0.511 -1.923 -2.393 -0.0259
O -3.465 -2.014 -1.184 -0.0546
H -2.583 -2.157 -1.527 -0.0364
H -3.933 -1.582 -1.898 0.0508
O 0.947 -1.068 -3.210 -0.0515
H 0.744 -0.149 -3.386 0.0585
H 1.626 -1.290 -3.847 0.0588
O -2.782 0.454 -0.094 -0.1144
H -2.982 -0.290 -0.661 0.0015
H -3.618 0.907 0.012 0.0718
O -3.317 -0.268 2.550 -0.0511
H -3.100 -0.012 1.654 -0.0253
H -4.168 0.138 2.716 0.0517

35
Properties=species:S:1:pos:R:3:lowdin_charge:R:1 method="wB97M-V/def2-TZVPD" total_charge=-1 e_lumo_ev=2.92
O 1.322 1.564 1.569 -0.0890
H -3.286 -2.460 -0.629 0.0541
H -0.017 -1.179 2.189 0.0055
O 0.094 1.770 -0.799 -0.2651
H -0.221 2.505 -1.330 0.0221
H 0.771 1.730 0.757 0.0015
O -1.507 -0.162 0.320 -0.0854
H -1.233 -0.846 -0.304 0.0468
O -0.094 -1.977 2.742 -0.0865
H 0.528 1.161 -1.778 0.0092
H 0.256 -1.517 3.533 0.0354
O -3.222 -2.075 -1.537 -0.0845
H 2.111 0.241 2.507 -0.0176
H 2.668 1.570 -0.611 -0.0055
O -4.178 1.005 0.192 -0.0703
H 4.394 -2.207 -0.793 0.0243
H -1.228 -1.253 -3.925 0.0078
O 1.342 0.738 -2.633 -0.2984
H 1.330 1.584 -3.097 -0.0170
H -4.649 1.423 0.913 0.0221
O -2.629 0.869 3.128 -0.0517
H -2.024 0.599 2.444 -0.0093
H -2.896 0.108 3.648 0.0355
O 2.598 -0.130 3.273 -0.0911
H 3.135 -0.733 2.743 0.0320
H 3.069 0.152 -1.298 0.0006
O 3.785 -2.894 -1.074 -0.0698
H 1.983 2.261 1.540 0.0468
H 0.027 -0.283 -3.890 0.0013
O -0.948 -0.340 -4.007 -0.1033
H 3.133 -2.525 -1.699 0.0453
H -3.237 0.937 0.396 -0.0116
O 3.273 1.069 -1.153 -0.0806
H -0.825 0.504 0.025 0.0186
H -3.626 -1.207 -1.360 0.0277